A molecular structure, C33H38CrN5O3S2Si, computed with the ωB97M-V functional and the def2-TZVPD basis.

The charge is 0. As for the gap between HOMO and LUMO (alpha / beta): 7.68 / 7.58 eV. As for the spin multiplicity: 2.

Each line ends with the Mulliken spin population.
Atoms and positions in Å:
H  0.235907  -0.508917  -2.215850  -0.014
H  3.995026  -0.317600  -5.133441  0.000
C  6.303990  -0.501738  1.470324  0.000
H  4.946456  -0.763860  4.558115  0.000
S  -3.810426  -0.402402  -0.322169  0.002
H  -0.966305  -5.200532  1.810309  0.000
C  -0.220639  0.466228  -2.239935  0.017
H  3.449718  1.758809  -3.903107  0.000
N  -2.302190  2.003192  2.349356  -0.005
H  -4.488034  2.845611  0.503844  0.000
C  3.070134  -1.657664  -2.163698  -0.002
C  5.003913  -0.686747  3.479707  0.000
H  1.903738  -3.081695  0.428429  0.001
H  0.701660  -4.681505  1.838297  0.000
H  -0.868745  3.043085  -4.308887  0.000
C  2.742011  -0.499875  -1.453913  -0.005
H  2.988174  -2.627735  -1.684251  0.000
C  -0.080178  -4.977816  -0.166527  0.000
H  0.172901  0.763571  -4.313837  0.000
H  -1.810983  3.909583  -2.164643  -0.001
C  -0.737956  -3.115558  1.435810  0.000
H  2.652321  1.645172  -1.582844  0.000
H  -1.905360  -4.048477  -0.815068  0.000
C  -1.934027  5.063138  0.303838  0.000
O  -3.399814  0.165851  -1.589248  0.001
H  0.601755  -2.464856  -1.459866  -0.006
H  -2.125123  7.195830  0.418476  0.000
C  2.892824  0.725803  -2.107183  -0.001
O  -4.592217  0.448817  0.540095  0.001
O  -2.618888  -0.990492  0.423331  -0.011
C  3.513612  -1.597623  -3.479187  0.000
N  -1.745938  1.710875  1.144891  -0.023
C  6.240234  -0.611898  2.850804  0.000
H  2.884809  -0.699756  3.233964  0.000
H  3.760031  -2.509054  -4.009417  0.000
C  -0.252670  1.189726  -3.416809  0.005
C  -4.693876  4.992459  0.587053  0.000
H  -2.601329  0.576521  5.149252  0.001
C  -3.986174  3.806685  0.473065  -0.001
N  -0.723260  0.919314  -1.091134  -0.046
H  -0.590572  -2.761755  2.454307  0.001
H  -1.805458  -3.044164  1.234829  -0.001
H  7.150034  -0.639097  3.436974  0.000
C  1.413874  -2.182586  0.817837  -0.002
H  -1.068980  -1.903225  -1.320954  0.004
H  -0.855540  5.083818  0.197204  0.000
C  -1.343428  2.937678  -2.221722  0.001
S  -1.025351  -0.307211  3.103894  -0.005
C  -2.602378  3.845878  0.329080  -0.002
C  3.842725  -0.656722  2.722969  0.001
C  -4.762005  -1.847236  -0.671010  0.000
C  -0.824351  2.448731  -3.405750  -0.001
H  -5.770147  4.964709  0.696442  0.000
H  0.976290  -4.974925  -0.450145  0.000
C  3.646887  -0.368486  -4.109634  0.000
C  3.882807  -0.557648  1.327430  0.001
C  -2.046845  1.088041  3.262196  0.000
Cr  -0.856588  -0.021384  0.738158  1.125
H  1.263327  0.857517  1.984674  0.011
C  -0.327498  -2.579598  -0.896274  0.027
H  -5.684820  -1.522238  -1.145365  0.000
C  5.135555  -0.476025  0.718130  0.000
N  -0.045847  -2.174789  0.516921  -0.029
H  -4.583397  7.134873  0.665612  0.000
C  -2.647251  6.247945  0.428009  0.000
H  1.516644  -2.234413  1.907549  -0.001
H  -3.344769  2.004951  4.513858  0.000
H  -4.189615  -2.479146  -1.346305  0.000
C  -0.241941  -4.557916  1.305046  0.000
C  3.339617  0.796337  -3.419191  0.000
H  1.233339  1.683159  0.433282  -0.007
C  1.073457  0.714300  0.917070  -0.057
C  -4.026735  6.211654  0.567979  0.000
N  -2.614200  1.314596  4.469709  0.000
C  -1.285967  2.146858  -1.084053  -0.001
C  -1.865681  2.570281  0.194285  0.004
H  -0.751639  -4.284881  -2.113128  0.000
H  5.206376  -0.391434  -0.360542  0.000
C  -0.840394  -4.009870  -1.060215  0.000
H  7.265332  -0.434934  0.976321  0.000
H  -0.436999  -5.997018  -0.318833  0.000
H  -4.970491  -2.364637  0.262243  0.000
Si  2.267501  -0.564481  0.363132  0.018

Force components x, y, z for each atom (eV/Å):
H -0.01 0.01 -0.03
H 0.00 -0.01 0.00
C 0.00 0.01 -0.02
H 0.00 0.00 0.00
S 0.39 0.01 0.24
H 0.00 0.01 -0.01
C -0.08 0.02 -0.01
H -0.01 0.00 0.00
N 0.18 -0.34 0.13
H 0.03 0.04 -0.01
C 0.04 0.04 -0.06
C 0.01 0.01 -0.04
H -0.01 -0.03 0.01
H 0.00 -0.01 0.02
H -0.01 0.00 0.00
C 0.11 0.02 -0.05
H 0.01 0.00 0.01
C 0.00 0.00 0.01
H 0.01 -0.01 0.01
H 0.00 0.00 -0.02
C -0.03 0.01 0.03
H 0.00 -0.01 0.00
H 0.00 0.01 -0.01
C -0.01 0.03 -0.01
O -0.14 -0.13 0.04
H -0.03 -0.01 0.01
H 0.00 0.00 0.00
C 0.06 0.01 0.03
O -0.07 -0.04 -0.02
O -0.06 0.32 -0.59
C -0.06 -0.03 0.00
N -0.16 0.02 0.17
C -0.02 -0.01 0.02
H 0.00 -0.01 0.00
H 0.00 0.00 0.00
C -0.01 -0.08 0.04
C 0.03 0.02 -0.01
H -0.02 0.02 0.00
C -0.05 0.00 0.01
N -0.15 0.09 -0.23
H 0.00 -0.03 -0.02
H 0.02 0.02 -0.01
H 0.00 0.01 0.00
C -0.06 -0.11 -0.04
H -0.04 0.00 0.03
H 0.00 0.00 0.01
C 0.02 0.00 -0.05
S -0.05 0.23 -0.45
C -0.02 0.02 0.05
C -0.01 0.02 0.00
C -0.05 -0.04 -0.03
C -0.03 0.08 0.01
H -0.01 0.01 0.00
H 0.00 0.01 0.00
C -0.01 0.02 0.02
C 0.07 -0.07 0.04
C -0.22 0.48 -0.08
Cr 0.30 -0.93 1.01
H -0.09 0.02 0.01
C 0.05 -0.04 -0.05
H -0.01 -0.02 -0.01
C 0.00 -0.02 0.02
N -0.05 0.24 -0.02
H 0.00 0.00 -0.01
C 0.00 -0.02 0.00
H -0.01 0.01 0.00
H 0.02 0.02 0.00
H -0.01 -0.01 0.00
C 0.00 0.01 0.00
C 0.01 -0.02 0.01
H -0.03 0.02 0.00
C 0.14 0.09 -0.24
C 0.00 -0.01 -0.01
N 0.06 -0.14 0.04
C -0.09 0.07 0.24
C 0.06 -0.01 -0.27
H 0.00 0.00 0.00
H -0.01 -0.01 0.00
C 0.01 0.00 -0.01
H 0.00 -0.01 0.00
H 0.02 -0.01 0.00
H -0.02 0.02 0.01
Si 0.11 0.09 0.12

---

A molecular structure, C33H38F2N7RuSSb, computed with the ωB97M-V functional and the def2-TZVPD basis.

The energy above the lowest of the compared OMol25 structures with the same formula, charge and spin comes out at 16.0 kcal/mol. The charge is +2. As for the gap between HOMO and LUMO (alpha / beta): 8.22 / 6.31 eV. As for the spin multiplicity: 5.

Each line ends with the Mulliken spin population.
Atoms and positions in Å:
H  -2.783411  4.325817  0.950379  0.000
C  -2.904353  0.579625  5.558966  0.000
F  -4.460113  2.686339  -0.032788  -0.001
H  -2.611694  1.647119  5.467996  0.001
C  -3.256117  2.253847  0.446979  0.002
C  2.661761  -4.402406  -3.193435  -0.002
H  0.136438  -7.051246  -1.297700  0.000
C  1.510342  5.000117  -2.490725  0.006
H  -0.936084  -0.302481  5.075399  0.002
C  0.026813  -5.992627  -0.993706  0.012
C  -2.181984  -0.807960  3.648540  0.019
C  -4.358675  0.106613  5.101540  0.002
C  -2.469381  3.264270  1.061937  0.016
C  -4.917349  -0.062550  -0.747627  -0.001
Sb  2.325478  2.967830  -0.525612  0.588
H  4.443270  6.257111  0.714606  0.019
C  3.457024  -3.385181  -2.531163  0.000
H  2.571023  5.117131  -2.751981  0.003
H  1.498392  2.916320  -2.995628  0.002
H  3.045343  -4.755611  -4.120422  0.000
C  -2.845962  0.962188  0.260512  0.052
C  3.887662  -2.008894  -0.793839  -0.002
H  1.232602  -6.054556  -3.407863  0.000
C  -3.630293  -2.391015  -0.698784  0.019
C  -0.809097  -5.789541  0.074743  -0.004
H  -6.507596  -1.050895  -1.751636  0.000
H  4.915385  2.977601  -0.834436  -0.009
C  4.019136  5.500406  0.033302  0.008
S  -0.923973  -1.796807  2.943835  0.162
C  -1.009386  -4.525025  0.584397  0.021
H  1.038367  5.141839  -3.572048  0.012
H  0.266728  1.341977  1.688953  0.032
H  5.444585  1.216270  -2.630543  0.005
C  0.488861  -3.696911  -0.998573  0.019
H  -1.361341  -6.616533  0.515305  0.000
H  4.647372  -3.278952  -4.271390  0.000
H  -4.377345  -0.953433  5.339759  -0.001
H  0.854588  -2.769005  -1.496339  -0.020
N  4.869317  -1.407065  -1.381671  0.000
H  0.112828  3.396782  -2.027382  0.005
H  3.805398  0.924428  -2.984493  0.002
N  3.222096  -3.065971  -1.255958  0.000
H  -2.763031  0.241482  6.577053  0.000
C  1.634126  -5.175405  -2.780865  0.002
C  -3.623520  -0.100035  -0.343110  -0.003
H  4.317213  1.354028  -0.557999  0.016
C  -4.386154  0.207104  3.587008  -0.001
N  -3.403983  -0.776358  3.109610  0.008
H  4.860599  4.886613  -0.314006  0.002
H  -4.219339  1.252033  3.300504  0.001
C  -0.722184  1.550498  1.371726  0.003
H  3.362877  4.174320  1.595625  0.005
H  3.568217  6.062632  -0.806874  0.000
H  4.499402  2.642591  -3.265092  0.000
H  -1.711228  -4.314255  1.364701  0.007
H  -5.112237  0.664490  5.688277  0.000
C  -1.568640  0.598794  0.809144  -0.157
C  -5.531120  -1.146522  -1.328358  0.011
H  -5.473426  0.871644  -0.690788  0.000
N  -2.968741  -1.296740  -0.296716  0.037
C  -1.214016  2.872290  1.504409  -0.059
H  1.240820  5.750505  -1.754037  0.000
C  4.467269  1.720632  -2.641065  -0.001
H  3.585093  -1.610538  0.210698  0.001
C  5.202454  -1.788547  -2.629384  0.000
C  4.236983  2.165497  -1.203040  0.043
C  0.772443  -4.951691  -1.572458  0.006
H  -5.350644  -0.078587  3.234667  0.000
H  -3.490477  -1.203318  2.217442  0.009
N  1.407149  0.214806  -0.856685  0.125
C  1.217182  3.522694  -2.165947  0.064
H  6.009228  -1.302427  -3.156305  0.000
C  0.632862  -0.513639  -0.395048  -0.104
C  -4.888476  -2.364290  -1.275532  0.003
H  2.019463  5.267843  1.020003  0.002
F  -0.439762  3.798842  2.070287  0.001
H  -5.363789  -3.265287  -1.637853  -0.001
Ru  -0.894312  -1.330304  0.632139  2.891
C  4.506957  -2.828868  -3.290029  -0.001
H  -3.141609  -3.315291  -0.525622  -0.004
C  2.930594  4.714973  0.722415  0.145
N  -1.926970  -0.136453  4.748043  0.017
N  -0.413893  -3.454716  0.041615  -0.044

Force components x, y, z for each atom (eV/Å):
H 0.23 -0.99 0.56
C -0.76 -0.17 -0.20
F 0.77 -0.44 0.28
H -0.91 -0.44 0.18
C -0.08 2.20 0.10
C -1.06 -2.06 0.34
H 0.06 0.83 -0.25
C 0.02 -0.49 -3.32
H -1.71 0.59 -0.20
C 0.94 -1.12 -0.37
C -0.46 -0.18 -0.51
C 1.99 0.97 0.79
C -0.28 -0.45 -1.04
C -1.44 1.66 -0.81
Sb 0.95 -0.49 0.75
H -0.18 -0.30 -0.10
C 0.63 0.09 0.06
H -0.05 0.08 0.39
H 0.31 -0.64 -0.52
H 0.49 0.09 -0.77
C 1.06 -0.21 0.98
C -0.92 -0.87 1.59
H 1.01 1.58 0.82
C -0.07 0.42 -0.14
C -0.73 -0.06 0.72
H -0.46 0.03 -0.12
H -0.28 -0.89 -0.60
C -0.21 1.05 -0.54
S -0.18 -0.06 0.43
C 0.16 0.29 -0.60
H 0.48 0.34 2.46
H 0.71 -0.29 0.35
H -0.02 0.47 -0.18
C -0.95 1.35 -0.27
H 0.20 0.11 -0.11
H 0.47 0.73 0.10
H -0.39 -0.06 0.33
H -0.17 -1.03 0.72
N 1.39 1.39 -1.61
H 0.98 -0.12 0.15
H -0.44 0.50 -0.02
N -0.49 0.72 -0.38
H 0.08 0.21 0.31
C -1.16 -0.01 0.25
C 1.20 -1.13 1.00
H 0.39 -1.53 1.25
C -0.28 0.02 0.77
N 0.51 1.21 0.55
H -0.34 0.23 0.04
H 0.42 -0.29 -0.42
C -1.88 1.12 -0.20
H -0.57 0.45 -0.35
H 0.59 -0.27 0.24
H -0.08 -1.07 -0.11
H -0.18 -0.09 0.50
H 0.29 -0.29 -0.69
C 0.45 0.23 -0.54
C 0.20 -0.54 0.29
H 0.28 -0.22 -0.08
N -0.40 -0.45 0.05
C -0.61 -0.64 -0.23
H -0.36 -0.08 -0.12
C 0.51 0.82 0.25
H 0.36 -0.62 -0.93
C -0.81 -1.56 -0.60
C -0.46 1.77 -0.08
C -0.71 0.22 0.71
H -0.66 -0.28 -0.49
H -0.23 -0.28 -0.63
N 0.16 -0.12 -0.11
C -1.89 1.43 0.04
H 0.24 0.27 0.30
C 0.22 0.75 -0.03
C 0.08 -0.08 -0.02
H 0.60 -0.26 -0.20
F 0.40 0.14 0.01
H 0.15 -0.04 0.04
Ru -0.91 -0.47 -0.69
C -0.48 0.64 1.57
H 0.52 -0.74 -0.09
C 0.00 -1.25 0.59
N 2.23 -1.03 0.07
N 1.57 -0.27 -1.64